No. 1
C22H28N2O7PRe | wB97M-V/def2-TZVPD

E_tot = -1910.85026 Eh
gap between HOMO and LUMO (alpha / beta) = 6.131 / 6.582 eV
spin multiplicity = 2
net charge = +1

Cartesian coordinates (Å):
Re 0.125 -0.160 -1.380
O 4.065 -2.060 -1.273
C 4.566 -1.220 -0.356
C 5.807 -1.572 0.185
C 6.410 -0.780 1.133
C 5.795 0.394 1.582
C 4.577 0.752 1.062
C 3.938 -0.038 0.086
C 2.643 0.396 -0.394
O 2.024 -0.376 -1.322
N 2.046 1.471 0.023
N 0.802 1.571 -0.578
C 0.292 2.759 -0.641
C -0.834 3.063 -1.478
C -1.401 4.348 -1.443
C -2.376 4.712 -2.343
C -2.786 3.814 -3.331
C -2.236 2.550 -3.411
C -1.275 2.173 -2.475
O -0.762 0.915 -2.584
H 3.184 -1.769 -1.553
H 6.269 -2.484 -0.165
H 7.370 -1.074 1.536
H 6.273 1.014 2.327
H 4.085 1.655 1.396
H 0.820 3.554 -0.123
H -1.053 5.050 -0.696
H -2.813 5.699 -2.302
H -3.536 4.117 -4.049
H -2.534 1.843 -4.172
C -3.987 -1.776 0.226
C -3.202 -0.941 -0.772
C -3.645 0.504 -0.691
C -3.232 -1.524 -2.166
O -1.735 -0.906 -0.315
P -0.835 -2.282 0.006
O -1.526 -3.515 0.320
O 0.029 -2.133 -1.308
O 0.204 -1.617 1.006
C 0.158 -1.445 2.496
C 0.100 0.058 2.704
C -1.056 -2.144 3.071
C 1.460 -2.049 2.983
H -5.043 -1.674 -0.030
H -3.857 -1.395 1.238
H -3.723 -2.827 0.196
H -4.708 0.557 -0.927
H -3.121 1.141 -1.397
H -3.505 0.889 0.319
H -4.264 -1.526 -2.521
H -2.876 -2.555 -2.171
H -2.642 -0.934 -2.868
H -0.800 0.473 2.248
H 0.980 0.544 2.281
H 0.071 0.277 3.771
H -1.981 -1.717 2.679
H -1.058 -1.997 4.152
H -1.041 -3.212 2.870
H 2.312 -1.564 2.505
H 1.492 -3.116 2.773
H 1.546 -1.908 4.061


No. 2
C22H28N3 | wB97M-V/def2-TZVPD

E_tot = -1019.10865 Eh
gap between HOMO and LUMO = 6.245 eV
spin multiplicity = 1
energy above the lowest of the compared OMol25 structures with the same formula, charge and spin = 34.5 kcal/mol
net charge = +1

Cartesian coordinates (Å):
C -4.330 -2.092 1.875
C -5.136 -0.805 1.634
C -4.164 0.370 1.814
N -2.841 -0.225 1.973
C -1.758 0.515 2.203
C -0.459 -0.031 2.303
C 0.721 0.663 2.494
C 1.996 0.011 2.401
C 3.190 0.700 2.735
C 4.446 0.100 2.625
C 4.548 -1.222 2.167
C 3.394 -1.936 1.832
C 2.140 -1.345 1.943
C -2.846 -1.685 1.915
H -4.606 -2.533 2.837
H -4.512 -2.834 1.096
H -5.543 -0.790 0.620
H -5.962 -0.714 2.341
H -4.193 1.052 0.950
H -4.417 0.960 2.708
H -1.918 1.601 2.294
H -0.385 -1.111 2.210
H 0.710 1.751 2.640
H 3.095 1.726 3.077
H 5.330 0.672 2.888
H 5.526 -1.694 2.071
H 3.465 -2.963 1.469
H 1.257 -1.911 1.635
H -2.334 -2.128 2.785
H -2.328 -2.068 1.018
C 1.313 7.769 8.151
C 2.629 8.145 7.473
C 2.825 7.178 6.293
N 1.730 6.193 6.364
C 1.588 5.109 5.521
C 1.482 3.777 6.028
C 1.339 2.723 5.138
N 1.179 2.884 3.814
C 1.288 4.127 3.321
C 1.518 5.248 4.102
C 0.820 6.470 7.487
H 1.444 7.618 9.227
H 0.571 8.563 8.008
H 2.609 9.182 7.124
H 3.461 8.043 8.177
H 2.808 7.715 5.336
H 3.798 6.674 6.376
H 1.557 3.549 7.088
H 1.358 1.690 5.477
H 1.197 4.208 2.239
H 1.596 6.219 3.607
H 0.821 5.635 8.200
H -0.212 6.600 7.127


No. 3
C22H28N6O4Re | wB97M-V/def2-TZVPD

E_tot = -1562.44376 Eh
gap between HOMO and LUMO (alpha / beta) = 5.802 / 6.227 eV
spin multiplicity = 2
energy above the lowest of the compared OMol25 structures with the same formula, charge and spin = 30.6 kcal/mol
net charge = +2

Cartesian coordinates (Å):
Re -1.753 0.143 0.128
O -1.073 0.909 1.867
C -1.014 2.170 2.242
C -0.165 2.490 3.317
C -0.071 3.780 3.774
C -0.813 4.809 3.175
C -1.666 4.519 2.142
C -1.798 3.207 1.655
C -2.801 2.915 0.698
N -2.964 1.766 0.116
C -4.185 1.485 -0.644
C -4.703 0.143 -0.140
N -3.551 -0.774 0.013
C -3.775 -2.065 -0.024
C -2.814 -3.091 0.142
C -3.270 -4.418 0.317
C -2.396 -5.445 0.546
C -1.021 -5.179 0.584
C -0.542 -3.909 0.352
C -1.412 -2.835 0.129
O -0.909 -1.637 -0.109
H 0.399 1.687 3.774
H 0.583 4.000 4.607
H -0.723 5.821 3.542
H -2.249 5.307 1.683
H -3.521 3.708 0.500
H -3.928 1.415 -1.703
H -4.943 2.258 -0.518
H -5.448 -0.262 -0.825
H -5.165 0.278 0.842
H -4.802 -2.396 -0.179
H -4.337 -4.604 0.299
H -2.758 -6.449 0.709
H -0.328 -5.983 0.793
H 0.519 -3.697 0.406
N 1.906 -0.157 0.686
C 2.062 1.235 0.332
C 3.059 1.400 -0.826
C 4.435 0.792 -0.494
C 5.008 -0.062 -1.621
N 4.177 -1.249 -1.836
C 3.482 -1.579 -2.908
N 3.555 -0.876 -4.037
N 2.658 -2.636 -2.861
C 0.752 1.955 -0.179
O 0.709 3.159 -0.163
O -0.164 1.157 -0.683
H 1.359 -0.285 1.525
H 1.472 -0.683 -0.061
H 2.413 1.799 1.198
H 3.153 2.465 -1.032
H 2.630 0.929 -1.718
H 4.336 0.171 0.397
H 5.151 1.582 -0.272
H 6.011 -0.397 -1.359
H 5.077 0.522 -2.537
H 4.036 -1.799 -1.000
H 4.197 -0.110 -4.135
H 3.073 -1.180 -4.865
H 2.645 -3.250 -2.067
H 2.204 -2.968 -3.694


No. 4
C22H28N6O5S | wB97M-V/def2-TZVPD

E_tot = -1958.13812 Eh
gap between HOMO and LUMO = 9.079 eV
spin multiplicity = 1
SMILES = CCOC(=O)c1ccc(NC(=O)CSc2nc(N3CCOCC3)nc(N3CCOCC3)n2)cc1

Cartesian coordinates (Å):
C -7.499 -3.111 -0.997
H -8.272 -3.828 -0.737
C -6.223 -3.437 -0.234
H -6.395 -3.348 0.844
H -5.866 -4.442 -0.473
O -5.155 -2.568 -0.605
C -5.119 -1.367 -0.005
O -5.916 -1.015 0.830
C -3.989 -0.534 -0.477
C -3.091 -0.982 -1.445
C -2.057 -0.169 -1.855
C -1.899 1.108 -1.310
C -2.801 1.561 -0.347
C -3.831 0.741 0.062
H -4.536 1.076 0.808
H -2.684 2.547 0.068
N -0.836 1.880 -1.767
C -0.319 3.015 -1.228
O -0.800 3.642 -0.311
C 0.926 3.518 -1.945
H 0.636 4.111 -2.814
H 1.496 4.142 -1.257
S 1.998 2.198 -2.588
C 2.235 1.263 -1.117
N 1.603 1.664 -0.036
C 1.825 0.893 1.049
N 1.269 1.255 2.207
C 0.354 2.363 2.352
H 0.268 2.903 1.413
C -1.014 1.824 2.783
H -1.694 2.645 3.009
O -0.913 1.053 3.961
C -0.046 -0.040 3.778
H -0.024 -0.578 4.727
C 1.362 0.430 3.389
H 2.012 -0.416 3.175
H 1.780 1.031 4.204
H -0.437 -0.703 2.990
H -1.437 1.213 1.971
H 0.741 3.031 3.130
N 2.592 -0.201 1.041
C 3.179 -0.490 -0.119
N 3.977 -1.562 -0.173
C 4.643 -1.954 -1.396
H 5.627 -1.474 -1.465
C 4.801 -3.470 -1.398
H 3.806 -3.938 -1.361
O 5.584 -3.937 -0.315
C 5.545 -3.103 0.827
H 5.738 -3.753 1.684
C 4.206 -2.392 0.989
H 4.209 -1.759 1.878
H 3.400 -3.130 1.094
H 6.348 -2.354 0.770
H 5.307 -3.800 -2.309
H 4.041 -1.619 -2.242
N 3.028 0.224 -1.249
H -0.283 1.458 -2.507
H -1.359 -0.516 -2.603
H -3.210 -1.967 -1.867
H -7.841 -2.112 -0.735
H -7.318 -3.153 -2.069